No. 1
# C5H9N2S

An isolated ion of composition C5H9N2S and charge +1 at a distorted geometry (wB97M-V/def2-TZVPD, the Open Molecules 2025 dataset).

Each line ends with the Löwdin charge.
Cartesian coordinates (Å):
S  -1.4186  -1.9019  -2.5624  0.7082
C  -0.2310  -2.3091  -1.5323  -0.6951
C  0.1645  -1.7718  -0.3346  -0.1597
N  -0.1605  -0.4863  0.1280  -0.1043
C  -0.9969  0.4266  -0.2845  -0.0291
N  -0.6635  1.8127  0.3595  0.0967
C  0.7397  1.5586  0.7076  -0.1025
C  0.7520  0.1084  1.1375  -0.0659
H  0.3449  -3.2940  -1.8095  0.1023
H  1.0125  -2.2654  0.1771  0.1305
H  -1.6122  0.2608  -1.2125  0.0806
H  -1.3257  1.8455  1.2034  0.2170
H  -0.9206  2.5541  -0.3114  0.1966
H  1.1297  2.2674  1.4442  0.1504
H  1.2137  1.6348  -0.2965  0.1658
H  1.7512  -0.2865  1.0856  0.1374
H  0.2211  -0.1539  2.1010  0.1711

Computed properties:
net charge = +1
SMILES = [S-]/C=C\[N+]1=C[NH2+]CC1
HOMO (alpha / beta) = -11.71 / -11.66 eV
multiplicity = 1
strongest force on any atom = 0.0772 Eh/bohr


No. 2
# C5H9N2S

An isolated ion of composition C5H9N2S and charge +1 at a distorted geometry (wB97M-V/def2-TZVPD, the Open Molecules 2025 dataset).

Each line ends with the Löwdin charge.
Cartesian coordinates (Å):
C  0.2854  1.8946  -1.4835  -0.3621
C  -0.4915  -1.2059  -0.4354  -0.1469
C  -0.3686  0.3784  1.5012  -0.2292
C  0.5543  -0.5825  -1.4671  -0.1101
C  0.7338  1.4694  1.5170  -0.2905
N  0.1658  -0.7544  0.8073  0.0380
N  0.0461  0.7032  -1.9331  -0.0328
S  0.9263  2.4809  -0.1253  1.0493
H  -1.5235  -0.8588  -0.5597  0.1206
H  -0.4484  -2.2775  -0.3963  0.1149
H  -0.0344  0.2043  2.5060  0.1324
H  -1.2864  0.6182  1.1315  0.0941
H  1.4420  -0.5097  -0.9425  0.0956
H  0.6047  -1.2778  -2.3533  0.1537
H  0.7061  2.2614  2.2784  0.0956
H  1.6655  1.0002  1.6739  0.0701
H  -0.4720  0.6268  -2.8735  0.2071

Computed properties:
net charge = +1
HOMO (alpha / beta) = -13.48 / -14.08 eV
multiplicity = 1
strongest force on any atom = 0.0919 Eh/bohr